[1]
A single C4H6N2 molecule at a distorted geometry. Source: the Open Molecules 2025 dataset; level of theory: ωB97M-V/def2-TZVPD.

Geometry as XYZ:
```
12
Properties=species:S:1:pos:R:3:forces:R:3
C -1.7576 -0.3583 0.0652 -0.807 1.184 0.142
C -0.5142 0.4600 -0.4871 -0.081 -1.757 0.868
C 0.4753 1.2835 0.0875 -0.412 -0.440 0.200
N 1.5809 0.4693 0.2117 0.278 0.102 -0.153
C 1.2678 -0.7376 -0.3306 0.728 -0.181 -0.502
N 0.1040 -0.7231 -0.8656 1.306 -0.734 -0.389
H -2.1757 0.1606 0.9080 -0.829 0.418 0.149
H -1.4543 -1.3645 0.4495 0.133 1.147 -0.266
H -2.4595 -0.5868 -0.7330 -0.277 0.373 0.128
H 0.6005 2.3351 0.3549 -0.629 -0.544 0.106
H 2.5018 0.7050 0.5375 -0.062 0.291 -0.017
H 1.8310 -1.6433 -0.1980 0.652 0.142 -0.266
```
Forces are in eV/Å.

Results
Largest force on an atom ... 1.96 eV/Å
SMILES ... Cc1c[nH]cn1
Lowest unoccupied orbital energy ... 0.91 eV
Relative energy (zero: lowest compared OMol25 entry of this formula, charge and spin) ... 60.33 kcal per mole
Net charge ... 0
Highest occupied orbital energy ... -8.24 eV
E_tot ... -7222.97502 eV

=====

[2]
A molecular structure, C27H21N3O7SW. Source: the Open Molecules 2025 dataset; level of theory: ωB97M-V/def2-TZVPD.

Geometry as XYZ:
```
60
Properties=species:S:1:pos:R:3:forces:R:3
W 0.5661 -0.2967 -0.1057 0.469 -0.344 0.484
O -0.5831 1.4607 0.2677 -0.382 0.210 -0.219
C -1.6801 1.3083 1.2754 0.074 -0.210 0.292
C -1.2937 -0.0035 1.9777 0.305 0.052 -0.231
O -1.9538 -0.7406 2.6034 0.073 0.134 0.209
O 0.0943 -0.2660 1.7202 -0.527 -0.293 -0.533
C -2.9640 1.2396 0.4947 -0.026 0.025 -0.046
C -3.4934 2.4361 0.0092 0.005 -0.009 -0.003
C -4.6039 2.4200 -0.8155 -0.013 -0.024 -0.011
C -5.1943 1.2107 -1.1612 0.016 -0.017 0.010
C -4.6721 0.0201 -0.6794 -0.025 0.017 -0.019
C -3.5554 0.0284 0.1448 -0.008 -0.025 0.029
C -1.5592 2.3867 2.3302 -0.090 0.082 -0.106
C -2.6922 2.7354 3.0593 -0.009 0.041 0.022
C -2.5933 3.6759 4.0701 0.020 0.024 0.017
C -1.3731 4.2744 4.3538 0.023 -0.016 -0.022
C -0.2411 3.9165 3.6375 -0.021 0.014 0.022
C -0.3285 2.9604 2.6365 0.108 0.012 0.011
H -0.2212 2.3651 0.2662 -0.020 -0.062 -0.011
H -3.0484 3.3836 0.2863 0.024 0.010 0.016
H -5.0168 3.3496 -1.1806 -0.004 0.026 -0.007
H -6.0690 1.1995 -1.7959 -0.027 -0.001 -0.014
H -5.1441 -0.9199 -0.9287 -0.011 -0.023 -0.008
H -3.1901 -0.9118 0.5368 0.011 0.027 -0.003
H -3.6474 2.2783 2.8419 -0.014 -0.030 -0.027
H -3.4735 3.9468 4.6355 -0.022 0.001 0.008
H -1.3041 5.0141 5.1387 0.007 0.017 0.015
H 0.7136 4.3694 3.8639 0.015 0.013 0.008
H 0.5870 2.6659 2.1301 -0.043 -0.005 0.011
N 6.4831 -4.1367 0.7214 0.058 -0.172 0.010
C 5.2296 -4.5907 0.5738 -0.101 0.417 -0.020
S 4.7795 -6.1512 0.4415 0.027 0.000 -0.063
C 4.1803 -3.5197 0.4295 0.004 -0.332 0.071
C 2.8757 -3.7804 0.8671 0.025 0.196 0.025
C 1.9004 -2.8371 0.6983 0.049 -0.066 -0.074
N 2.1516 -1.6444 0.0734 0.071 0.102 0.020
C 3.4230 -1.3799 -0.3393 -0.139 -0.117 0.064
C 4.4398 -2.2857 -0.1736 -0.074 0.006 -0.060
H 7.2253 -4.8151 0.8108 -0.004 0.017 0.001
H 6.6977 -3.1862 0.9708 -0.032 0.018 0.016
H 2.6424 -4.7268 1.3337 0.004 -0.001 0.004
H 0.8888 -3.0086 1.0462 0.062 0.039 -0.051
H 3.6063 -0.4176 -0.7955 -0.053 -0.029 0.019
H 5.4170 -2.0232 -0.5540 0.035 -0.059 0.034
O 2.9157 2.0691 -2.3858 -0.006 -0.119 -0.029
C 2.0320 1.3449 -2.1199 -0.081 0.209 0.186
O 1.7828 0.9955 -0.7196 -0.120 -0.369 -0.135
C 1.0598 0.5865 -2.9139 -0.071 -0.042 -0.275
C 1.2814 0.2219 -4.1915 -0.039 0.135 0.202
C 0.4178 -0.7442 -4.8533 -0.047 -0.067 0.069
C -0.4484 -1.4911 -4.1435 0.030 0.074 -0.037
C -0.5664 -1.2241 -2.7241 0.087 0.362 0.125
C -0.1057 0.0601 -2.1511 0.068 -0.057 0.268
N -0.9852 -2.1306 -1.8921 -0.241 -0.509 -0.559
O -0.6500 -1.6452 -0.4518 0.468 0.551 0.374
O -1.5218 -3.1877 -1.9559 0.121 0.211 0.199
H 2.1415 0.6160 -4.7185 0.032 -0.010 -0.013
H 0.5615 -0.9368 -5.9064 -0.007 0.011 -0.024
H -0.9949 -2.3170 -4.5776 -0.048 0.005 0.000
H -0.9258 0.7788 -2.0122 0.015 -0.051 -0.243
```
Forces are in eV/Å.

Results
Largest force on an atom ... 0.81 eV/Å
Lowest unoccupied orbital energy ... -8.68 eV
Relative energy (zero: lowest compared OMol25 entry of this formula, charge and spin) ... 26.12 kcal per mole
Net charge ... +2
Highest occupied orbital energy ... -13.84 eV
E_tot ... -59785.32925 eV

=====

[3]
A molecular structure, C5H10N2O at a distorted geometry. Source: the Open Molecules 2025 dataset; level of theory: ωB97M-V/def2-TZVPD.

Geometry as XYZ:
```
18
Properties=species:S:1:pos:R:3:forces:R:3
C -0.9406 1.0728 -1.0283 0.036 -1.377 0.768
N -0.0009 1.9666 -0.7206 1.189 -0.374 0.342
N -2.2602 1.2789 -0.6503 0.030 0.225 -0.207
O -0.6318 -0.0651 -1.4792 -0.284 0.856 -0.248
H -2.9154 0.6268 -1.0512 0.054 0.048 -0.044
H -2.5847 2.2300 -0.5818 -0.017 -0.030 -0.027
H 0.9954 1.2120 -0.2186 -1.250 0.885 -0.868
H -0.3219 2.7282 -0.1325 -0.018 -0.103 -0.034
C 1.0674 -0.9313 -0.3699 1.107 0.601 0.523
C 0.1828 -1.7879 0.4141 -0.512 0.164 0.185
C 1.8155 0.1381 0.1366 0.051 -1.322 0.039
C 0.0658 -1.7702 1.7413 0.106 -0.011 -0.200
H 1.3217 -1.3095 -1.3498 -0.146 0.156 -0.068
H -0.4572 -2.4394 -0.1682 0.043 -0.064 0.032
H 1.8856 0.2401 1.2145 -0.245 0.147 0.041
H 0.6674 -1.1271 2.3691 0.047 0.029 -0.015
H 2.7500 0.3519 -0.3726 -0.181 0.209 -0.192
H -0.6389 -2.4151 2.2475 -0.010 -0.038 -0.028
```
Forces are in eV/Å.

Results
Largest force on an atom ... 1.76 eV/Å
Lowest unoccupied orbital energy ... 0.16 eV
Relative energy (zero: lowest compared OMol25 entry of this formula, charge and spin) ... 60.51 kcal per mole
Net charge ... 0
Highest occupied orbital energy ... -8.54 eV
E_tot ... -10372.68136 eV

=====

Number 3 is which compound? C5H10N2O